Here is C25H30Cl3O7V as an isolated structure in a non-equilibrium geometry from OMol25. Energies are from ωB97M-V with the def2-TZVPD basis set.

The electronic energy is -3821.92604 a.u. The calculation puts the orbital gap (spin up / spin down) at 4.5 / 4.0 eV. The HOMO energy (spin up / spin down) is -2.368 / -1.867 eV. The total charge is -1. The expectation value of S² is 0.79. As for the spin multiplicity: 2. The relative energy (zero: lowest compared OMol25 entry of this formula, charge and spin) is 10.56 kJ/mol.

XYZ file:
```
66
Properties=species:S:1:pos:R:3:forces:R:3:mulliken_charge:R:1
C 0.00606 -0.47789 -3.50328 0.7 -0.6 -0.7 2.992
C -0.60494 -1.61296 -2.63701 -0.2 0.3 -0.4 -2.259
C -0.18519 0.87876 -2.76060 0.2 -0.2 -0.4 -2.182
C -1.20049 0.59640 -1.65969 -0.2 -0.3 -0.3 -0.233
H -0.53091 1.60428 -3.50341 0.1 0.0 0.3 0.458
H 0.77401 1.21542 -2.34083 -0.3 -0.1 -0.2 0.276
C -1.06413 -0.91038 -1.38074 0.1 0.1 0.4 0.322
H 0.14866 -2.38093 -2.42442 -0.2 0.1 0.0 0.427
H -1.46018 -2.06849 -3.14765 0.2 0.0 0.0 0.642
C 0.07396 -0.86495 -0.38528 0.3 0.5 0.8 -1.756
H -1.97385 -1.33373 -0.91994 0.4 0.1 -0.2 0.834
H -2.19149 0.88368 -2.03126 0.1 -0.1 0.2 0.683
C -0.94221 1.22579 -0.28069 -0.3 -0.2 0.3 1.272
C 1.48586 -0.64168 -3.76534 1.2 -1.3 1.3 -0.708
C -0.49739 -0.45263 -4.95103 -1.4 1.5 0.0 0.869
O -0.90786 0.58341 -5.44059 0.2 -1.6 0.0 -0.643
O 2.28858 -1.26124 -3.07390 -1.1 1.0 -1.1 -0.603
O 1.80777 -0.02399 -4.91386 0.6 -0.1 0.6 -0.230
O -0.49007 -1.58582 -5.68558 0.0 -0.3 0.0 -0.395
C 0.09344 -2.86928 -5.31045 -0.2 0.6 -0.1 -0.449
H -0.36067 -3.28586 -4.40291 0.2 0.2 -0.3 0.245
H 1.18400 -2.79102 -5.20300 -0.3 0.0 0.0 0.157
H -0.14796 -3.50565 -6.16370 0.1 0.1 0.2 0.333
C 3.19201 -0.09352 -5.24236 0.2 0.0 -0.2 -0.771
H 3.80723 0.25910 -4.40813 -0.1 -0.1 -0.2 0.295
H 3.29987 0.54807 -6.11297 0.1 0.0 0.0 0.260
H 3.45745 -1.12734 -5.48895 0.1 0.2 0.1 0.303
O -0.24413 0.21862 0.49185 -0.4 -0.2 -0.6 0.424
H 1.03177 -0.60508 -0.85592 -0.1 -0.3 -0.3 0.313
H 0.23961 -1.79055 0.17615 -0.2 0.3 0.1 0.483
C -2.29699 1.51036 0.33769 -0.4 0.2 0.5 -1.363
C -0.13635 2.50494 -0.29737 0.0 0.5 -0.4 -1.509
H -0.38557 3.05479 -1.22016 0.2 0.1 0.3 0.361
H 0.94123 2.31957 -0.26191 -0.2 0.0 0.0 0.225
H -0.42881 3.11500 0.55984 0.3 0.0 0.0 0.099
H -2.21572 1.78477 1.40012 0.1 -0.2 -0.4 -0.345
H -2.97451 0.65198 0.23077 0.1 0.1 0.1 0.372
H -2.73751 2.36316 -0.19826 0.0 -0.1 0.1 0.513
V 0.22745 -0.19147 2.96023 0.8 -1.3 0.0 0.570
C -1.48417 -0.89504 4.39000 0.5 -0.6 -0.2 -0.747
C -2.10899 -0.85858 3.10017 0.3 -0.9 -0.2 -0.532
C -1.44750 -1.79328 2.25080 -0.4 -0.2 1.1 -0.229
H -3.00991 -0.30261 2.84605 0.4 0.0 0.0 0.467
C -0.37558 -2.38810 2.99517 -1.1 0.0 0.4 -1.300
C -0.40833 -1.84327 4.33100 -1.3 -0.3 -0.8 -0.243
H 0.18425 -2.16304 5.18354 0.1 0.2 -0.3 0.468
H -1.84828 -0.40352 5.29026 0.3 0.0 -0.3 0.444
H -1.80933 -2.10998 1.27310 0.4 0.3 0.2 0.753
H 0.26902 -3.18779 2.63848 -0.1 0.3 0.1 0.397
C 2.10601 1.15992 3.37047 0.7 -1.2 -0.1 -0.863
C 2.05485 0.02217 4.24811 1.0 0.6 -0.7 -0.426
C 2.22723 -1.15658 3.43392 0.4 1.2 -0.1 -0.530
H 2.03890 0.07115 5.33270 -0.2 0.0 -0.3 0.336
C 2.32786 -0.74741 2.06197 -0.3 0.6 0.5 -0.817
C 2.25331 0.68849 2.02765 0.5 -0.1 0.8 -0.439
H 2.42635 1.32083 1.15797 -0.3 -0.2 0.2 0.707
H 2.14169 2.20158 3.67902 -0.4 -0.3 0.0 0.545
H 2.36090 -2.16866 3.80861 -0.3 0.3 -0.1 0.507
H 2.55812 -1.37679 1.20438 -0.2 0.1 0.3 0.434
Cl -1.97175 4.19490 5.75114 -0.1 0.1 -0.2 -0.147
C -1.87924 3.40405 4.17773 0.6 -0.7 -0.2 0.762
Cl -3.46622 2.71437 3.72697 0.1 0.3 0.1 -0.164
Cl -1.33005 4.56276 2.93582 -0.2 0.0 0.2 -0.173
C -0.86240 2.18201 4.22724 1.4 -2.0 -0.6 -0.437
O -0.39441 1.81260 5.30232 -0.9 1.2 -0.7 -0.641
O -0.63441 1.61613 3.07001 -1.4 2.6 1.6 0.585
```
Forces are in eV/Å.


Here is a single C5H8N2O molecule in a non-equilibrium geometry from OMol25. Energies are from ωB97M-V with the def2-TZVPD basis set.

Its SMILES is C[C@H]1ON=C/C1=C/N. The electronic energy is -379.97892 a.u. The calculation puts the orbital gap at 8.6 eV. The HOMO energy is -7.895 eV. The total charge is 0. The relative energy (zero: lowest compared OMol25 entry of this formula, charge and spin) is 286.86 kJ/mol.

XYZ file:
```
16
Properties=species:S:1:pos:R:3:forces:R:3:mulliken_charge:R:1
C 0.45731 -0.35775 1.79340 -1.3 -0.5 -0.2 -1.058
C -0.19059 -0.84332 0.49645 0.7 -0.5 -0.6 0.187
O -1.46984 -1.51544 0.78686 1.1 0.5 -0.5 -0.213
N -2.49796 -0.86171 0.13512 -0.2 0.8 -1.2 -0.382
C -2.04838 0.07127 -0.63805 2.2 0.3 2.1 -0.420
C -0.56515 0.28183 -0.46633 0.6 -1.6 -1.0 0.196
C 0.33857 0.88800 -1.29841 0.1 -0.1 1.2 -0.211
N 1.74156 0.84467 -1.23882 -2.0 -2.0 2.6 -0.402
H 0.76415 -1.22137 2.42497 -0.5 0.8 -0.1 0.314
H -0.25457 0.38115 2.23989 0.8 -0.8 0.2 0.289
H 1.33304 0.15474 1.47013 0.9 0.6 0.1 0.319
H 0.56504 -1.56008 -0.02800 -1.5 0.7 0.8 0.227
H -2.62250 0.85013 -1.08195 -1.0 -0.2 -0.5 0.401
H -0.01405 1.60578 -1.98978 -0.4 0.5 -0.9 0.376
H 2.14071 0.08028 -0.67660 -0.2 0.8 -0.6 0.175
H 2.32266 1.20182 -1.92888 0.6 0.7 -1.4 0.203
```
Forces are in eV/Å.


Here is C5H19CuN9O8 as an isolated structure in a non-equilibrium geometry from OMol25. Energies are from ωB97M-V with the def2-TZVPD basis set.

The electronic energy is -2937.13207 a.u. The calculation puts the orbital gap (spin up / spin down) at 7.5 / 6.8 eV. The HOMO energy (spin up / spin down) is -7.185 / -7.177 eV. The total charge is 0. The expectation value of S² is 0.75. As for the spin multiplicity: 2. The relative energy (zero: lowest compared OMol25 entry of this formula, charge and spin) is 0.00 kJ/mol.

XYZ file:
```
42
Properties=species:S:1:pos:R:3:forces:R:3:mulliken_charge:R:1
Cu 24.90302 22.86050 25.40419 -0.2 -0.1 0.3 1.587
N 23.67699 23.03416 22.22440 -0.1 0.4 -0.4 0.802
O 22.52478 23.46023 22.12443 -0.1 0.0 0.1 -0.629
O 24.14221 22.73937 23.35723 0.2 -0.4 0.8 -0.406
O 24.40542 22.89516 21.23185 0.0 -0.1 0.0 -0.619
C 26.69011 23.11081 28.50784 -0.4 0.2 -0.1 -1.192
O 25.95057 22.95406 27.33776 0.3 -0.1 0.3 -1.084
H 27.66896 23.59134 28.34810 0.0 -0.1 0.0 0.155
H 26.12264 23.75285 29.21596 0.3 0.0 0.2 0.385
H 26.86647 22.17029 29.05647 0.1 -0.1 0.0 0.383
C 27.39758 24.41553 23.92206 -0.4 -0.5 -0.2 0.513
O 26.47688 23.73738 24.35121 0.3 0.1 0.4 -0.479
N 27.64978 25.68383 24.34211 0.3 0.2 0.1 -0.379
N 28.23547 23.92433 22.97949 0.6 0.1 -0.4 -0.434
H 28.17585 26.30794 23.75905 0.0 0.1 0.1 0.201
H 27.06929 26.06784 25.06648 -0.1 -0.1 0.0 0.239
H 29.04399 24.41851 22.64901 -0.1 0.2 0.1 0.149
H 28.05344 23.04370 22.53348 -0.4 0.0 0.2 0.241
C 22.98107 21.68655 27.71863 0.5 0.5 0.8 0.633
O 23.33870 21.86096 26.56247 -0.2 -0.3 -1.0 -0.691
N 21.98276 20.82942 28.05899 -0.1 -0.1 0.0 -0.422
N 23.60421 22.35225 28.72778 -0.7 -0.2 -0.2 -0.366
H 21.60786 20.79564 28.98747 0.1 0.0 0.0 0.152
H 21.54720 20.27556 27.34532 0.0 0.2 -0.1 0.244
H 24.43418 22.84369 28.41223 0.3 0.1 -0.1 0.271
H 23.33758 22.24809 29.68682 0.1 0.0 0.1 0.161
C 24.59094 25.78026 26.24610 1.1 -0.3 0.3 0.477
O 24.17795 24.78533 25.66458 -0.8 -0.9 -0.8 -0.491
N 24.11256 27.02348 25.97660 0.0 0.4 0.2 -0.462
N 25.60192 25.67437 27.14415 -0.1 1.1 0.0 -0.201
H 23.61126 27.19791 25.12309 -0.1 -0.4 0.0 0.272
H 24.57269 27.81949 26.38235 0.0 0.0 0.0 0.160
H 25.90408 26.47880 27.66396 0.0 -0.1 0.1 0.192
H 25.96419 24.74145 27.34271 -0.3 -0.4 -0.2 0.349
C 25.89313 19.96373 25.76898 0.3 -0.1 1.3 0.530
O 25.51208 20.94297 25.14556 -0.4 0.8 -1.4 -0.393
N 26.18957 20.07639 27.08720 0.1 -0.2 -0.1 -0.286
N 26.01288 18.74301 25.18412 -0.1 0.7 0.3 -0.437
H 26.19318 21.03056 27.43753 -0.1 0.3 -0.1 0.291
H 26.54744 19.32768 27.64855 0.0 -0.1 -0.1 0.150
H 26.45794 18.00491 25.69257 -0.1 -0.3 -0.3 0.164
H 25.70001 18.67825 24.23266 0.2 -0.3 0.0 0.268
```
Forces are in eV/Å.


Here is a 5-piece molecular cluster, C5H23N3O4 overall in a non-equilibrium geometry from OMol25. Energies are from ωB97M-V with the def2-TZVPD basis set.

The electronic energy is -669.00805 a.u. The calculation puts the orbital gap at 11.7 eV. The HOMO energy is -17.167 eV. The total charge is +2. The relative energy (zero: lowest compared OMol25 entry of this formula, charge and spin) is 0.00 kJ/mol.

XYZ file:
```
35
Properties=species:S:1:pos:R:3:forces:R:3:mulliken_charge:R:1
C -1.52433 1.02215 -1.68819 -1.0 -1.3 -0.7 -1.816
C -1.34069 1.20477 -0.21302 0.8 2.1 1.2 0.479
C 0.05032 1.03853 0.44906 -0.8 -1.8 0.0 -0.641
C 1.22961 1.74545 -0.19742 -1.0 -0.4 -0.3 -1.049
N 3.11820 -0.41670 -2.41731 -0.2 -0.1 -0.7 -0.288
C 2.70040 0.27212 -1.39427 -0.2 -0.1 -0.7 0.205
N 1.66626 1.08535 -1.44099 0.1 -0.2 0.7 -0.084
N -2.28000 0.32806 0.55855 0.7 0.0 -0.2 -0.173
H -2.56725 1.17686 -1.99168 -0.1 0.1 0.4 0.444
H -1.03032 1.69845 -2.38354 0.6 0.0 0.4 0.464
H -1.36634 -0.03696 -1.93297 0.4 0.2 -0.3 0.438
H -1.59372 2.23876 0.05131 -0.5 -0.1 -0.1 0.243
H -0.04950 1.30381 1.50443 0.1 0.6 -0.1 0.379
H 0.17512 -0.05376 0.53704 0.7 0.1 -0.3 0.456
H 2.07310 1.70374 0.47105 0.2 0.4 0.2 0.460
H 0.91392 2.77059 -0.38872 0.5 0.1 -0.2 0.356
H 2.66398 -0.37729 -3.31967 0.0 0.1 0.0 0.220
H 3.85249 -1.10283 -2.34485 0.1 0.1 0.4 0.253
H 3.21928 0.10112 -0.47425 0.3 0.3 0.3 0.425
H 1.00627 0.97942 -2.19787 0.1 0.3 -0.2 0.193
H -2.02514 -0.67873 0.43284 -0.6 0.2 -0.1 0.388
H -3.22140 0.49434 0.20916 -0.2 -0.3 0.2 0.367
H -2.25595 0.58833 1.56854 -0.3 0.2 -0.6 0.373
H 1.68869 -2.44452 2.47284 -0.1 -0.1 0.3 0.350
H 0.61569 -3.38128 1.92449 0.0 -0.1 -0.1 0.289
O 1.10581 -2.57966 1.71795 0.0 0.3 0.2 -0.661
H -2.36189 1.46103 3.58990 0.4 0.0 -0.1 0.318
H -3.23867 2.48420 3.00486 0.1 0.1 -0.5 0.291
O -2.50931 1.90064 2.73859 -0.4 -0.1 1.0 -0.632
H -2.76751 -2.77888 0.88461 0.5 0.2 0.3 0.339
H -2.86800 -2.78650 -0.56481 0.4 0.3 -0.4 0.313
O -2.31152 -2.38412 0.12169 -0.9 -0.8 0.2 -0.697
H 2.53315 -1.91899 0.74532 0.1 -0.4 -0.4 0.357
H 3.44616 -2.79140 -0.12409 0.0 0.3 0.2 0.300
O 3.25312 -1.86613 0.09144 0.0 -0.3 0.1 -0.658
```
Forces are in eV/Å.


Here is an isolated ion of composition C29H40F5N3O7P and charge +1 in a non-equilibrium geometry from OMol25. Energies are from ωB97M-V with the def2-TZVPD basis set.

Its SMILES is CCOC(=O)CCC[N@@+]1(CCCP(=O)(OCC)OCC)[C@@H](C(F)(F)c2cccc(C(F)(F)F)c2)O[C@@](O)(c2ccncc2)[C@H]1N. The electronic energy is -2660.55147 a.u. The calculation puts the orbital gap at 10.3 eV. The HOMO energy is -12.751 eV. The total charge is +1.

XYZ file:
```
85
Properties=species:S:1:pos:R:3:forces:R:3:mulliken_charge:R:1
C 3.90987 0.82478 -3.52285 0.3 0.1 0.1 -1.074
C 4.05566 -0.61999 -3.04991 -0.2 0.3 -0.2 0.392
O 3.47050 -1.55723 -3.97893 -0.1 -0.3 0.2 -0.416
C 2.34274 -2.18923 -3.55239 0.1 -0.5 0.0 0.247
O 2.29420 -3.38223 -3.40892 0.0 0.7 -0.2 -0.540
C 1.12714 -1.29298 -3.36861 0.1 -0.5 0.4 0.341
C 0.07651 -1.97828 -2.47872 -0.1 0.1 -0.3 -1.832
C -0.96208 -1.05254 -1.85408 0.4 -0.4 -0.4 0.604
N -0.57140 -0.31163 -0.56054 -0.8 0.2 -1.1 1.324
C 0.84118 -0.58931 -0.15624 0.3 -0.1 0.5 -1.372
C 1.32280 0.09884 1.11147 0.1 -0.1 0.3 -0.470
C 2.75971 -0.40088 1.41160 -0.7 0.2 -0.1 -0.713
P 2.80865 -1.77561 2.55915 1.0 -0.2 -0.3 0.665
O 4.16197 -2.25957 2.86161 -0.3 0.1 0.2 -0.835
O 1.98799 -1.24147 3.80769 -0.2 -0.2 0.1 -0.221
C 2.40502 -1.65991 5.14082 0.0 0.0 0.3 -0.307
C 3.50428 -0.76640 5.69551 0.1 -0.3 -0.1 -1.197
O 1.88329 -2.82029 1.78598 -0.5 0.2 0.4 -0.065
C 1.20799 -3.87454 2.51490 -0.1 -0.3 -0.3 -0.102
C 1.93296 -5.18892 2.32914 -0.2 0.0 -0.1 -1.314
C -0.94918 1.14197 -0.71919 0.5 0.6 1.5 -1.380
C -0.21159 2.04487 -1.70941 -0.4 -0.2 -0.4 2.309
F -0.27326 1.54025 -2.97283 0.1 0.1 0.0 -0.359
F 1.10798 2.02103 -1.34335 -0.1 0.0 0.0 -0.330
C -0.76087 3.44207 -1.66116 0.1 0.0 -0.1 -0.297
C -1.33226 4.01499 -2.78543 0.0 0.0 -0.1 -0.533
C -1.85145 5.29992 -2.71315 0.0 0.0 0.0 -0.923
C -1.80331 6.00272 -1.52407 0.0 0.1 0.1 -0.758
C -1.21669 5.42506 -0.40429 0.0 0.0 0.0 -0.051
C -1.16479 6.20284 0.87919 0.0 0.2 0.3 0.738
F -0.33354 7.25677 0.79605 -0.2 -0.2 0.0 -0.245
F -2.38428 6.67899 1.20300 0.3 -0.1 -0.1 -0.255
F -0.74545 5.43806 1.90966 -0.1 0.2 -0.2 -0.271
C -0.69207 4.14991 -0.46838 0.1 -0.1 0.0 -0.401
O -2.33816 1.15654 -0.82883 0.1 -0.8 -0.8 -0.568
C -2.80472 0.29589 0.21030 -0.1 0.6 0.9 2.637
O -2.89570 1.09036 1.39022 0.4 0.0 -0.3 -0.651
C -4.16622 -0.31461 -0.06013 -0.2 -0.2 -0.5 -0.466
C -5.26248 0.08382 0.69260 -0.1 -0.2 0.0 -0.516
C -6.50082 -0.51073 0.44926 0.1 0.2 0.1 -0.425
N -6.71858 -1.43352 -0.47653 0.0 -0.1 0.0 -0.586
C -5.67480 -1.80685 -1.20975 0.2 0.2 0.1 -0.618
C -4.39948 -1.27938 -1.04578 -0.1 0.1 0.2 -0.335
C -1.58195 -0.65723 0.52146 -0.3 -0.3 0.7 -2.516
N -1.70512 -2.05557 0.75230 -0.3 0.2 -0.5 0.014
H 3.12163 0.92165 -4.26662 -0.1 0.0 0.0 0.342
H 4.83549 1.17866 -3.97436 0.0 0.0 -0.1 0.363
H 3.69587 1.49618 -2.68989 -0.1 0.0 0.0 0.191
H 5.10205 -0.90196 -2.98291 0.0 -0.1 0.1 0.475
H 3.59791 -0.75271 -2.06591 0.1 -0.1 0.0 -0.281
H 1.44314 -0.32219 -2.99582 -0.1 0.1 -0.1 -0.347
H 0.71261 -1.16889 -4.37061 0.1 0.3 0.0 0.497
H -0.50718 -2.62858 -3.13368 0.0 -0.1 0.1 0.703
H 0.53989 -2.65458 -1.76502 0.0 0.0 0.1 0.269
H -1.26979 -0.31695 -2.59013 0.0 0.1 0.2 0.649
H -1.83444 -1.64494 -1.64082 0.0 -0.1 0.3 -0.557
H 1.49414 -0.32754 -0.98213 -0.1 0.1 -0.1 0.033
H 0.90056 -1.66342 0.00628 -0.1 0.0 0.0 1.339
H 1.31430 1.18471 1.04005 0.1 0.0 -0.2 0.294
H 0.69187 -0.16146 1.96283 0.0 0.0 0.0 0.511
H 3.34386 0.40487 1.84890 0.2 -0.1 -0.1 0.513
H 3.22825 -0.76137 0.49431 0.3 0.2 0.0 -0.295
H 2.72350 -2.70117 5.10902 0.0 0.0 -0.1 0.308
H 1.50688 -1.61688 5.75372 -0.1 0.1 -0.1 0.440
H 3.31127 -0.53331 6.74124 0.0 0.1 0.0 0.346
H 3.55788 0.15364 5.11716 -0.1 0.1 0.1 0.270
H 4.47242 -1.25829 5.62905 0.0 0.1 -0.1 0.343
H 1.08284 -3.60727 3.56415 0.2 0.1 0.0 0.326
H 0.20879 -3.93525 2.08156 0.0 0.1 0.0 0.181
H 2.98549 -5.10047 2.58960 0.0 0.0 0.1 0.335
H 1.45365 -5.95067 2.94466 0.1 0.0 0.1 0.407
H 1.84616 -5.51218 1.29191 0.1 0.0 0.0 0.309
H -0.69315 1.58178 0.25442 0.2 -0.1 -0.1 0.732
H -1.37271 3.47116 -3.71764 0.0 0.0 0.0 0.516
H -2.30743 5.74447 -3.58606 0.0 0.0 0.0 0.443
H -2.21959 6.99832 -1.44789 0.0 0.0 -0.1 0.468
H -0.21756 3.71384 0.40167 0.0 0.1 0.0 0.715
H -3.01241 2.00654 1.10616 -0.2 0.0 0.1 0.465
H -5.18549 0.83220 1.46544 0.1 -0.1 0.0 0.433
H -7.35261 -0.21525 1.04948 -0.1 0.0 0.0 0.410
H -5.84967 -2.55994 -1.96756 -0.1 0.0 0.0 0.393
H -3.62953 -1.62216 -1.71324 0.1 0.0 -0.1 0.410
H -1.21952 -0.23828 1.45553 0.3 0.1 -0.2 0.863
H -2.35061 -2.51792 0.12241 0.0 0.0 0.0 0.375
H -2.04896 -2.20518 1.69232 0.2 -0.1 0.1 0.480
```
Forces are in eV/Å.


- Which of these has the lowest total charge?
  C25H30Cl3O7V


- Which value of total charge does entry 1 give?
  -1


- Among the records above, which one has the lowest total charge?
  C25H30Cl3O7V


- total charge of number 3 (C5H19CuN9O8)?
  0